Record 1
# C17H24Cl2N2O6S

A structure of composition C17H24Cl2N2O6S in a non-equilibrium geometry (wB97M-V/def2-TZVPD, the Open Molecules 2025 dataset).

Each line ends with the natural charge from an NBO analysis.
Element x y z (Å)
C -3.913962 -0.327922 -3.120666  -0.66
H -4.534015 -0.799208 -3.876661  0.23
H -3.021707 0.210748 -3.834647  0.22
H -3.453718 -1.128800 -2.613296  0.25
C -4.634593 0.548957 -2.494863  -0.22
N -3.937161 1.064107 -1.143661  -0.48
C -3.935213 0.379811 0.142754  0.67
O -3.234700 0.949651 0.820693  -0.57
C -4.568865 -0.805160 0.030311  -0.71
H -5.015238 -0.959161 1.054807  0.28
H -5.170164 -0.989981 -0.684393  0.27
S -3.153106 -1.849983 0.145930  2.03
O -3.500964 -3.476078 0.030134  -0.87
O -2.084558 -1.408525 -0.700812  -0.91
C -2.366108 -1.698136 1.795221  -0.74
C -0.944277 -1.454293 1.859265  0.59
O -0.013729 -2.457847 1.932942  -0.65
N -0.652938 -0.192229 1.462877  -0.56
C 0.715220 0.510734 0.946353  0.17
C 1.681750 -0.346823 0.823055  -0.33
C 2.878949 0.157383 0.234939  0.36
C 2.907392 1.653214 0.392301  -0.02
C 1.939855 2.479021 0.590939  -0.23
C 0.684419 1.841831 1.099081  -0.10
Cl -0.581841 2.995235 1.085093  0.04
H 2.123423 3.459118 0.460415  0.24
Cl 4.532086 2.075825 -0.248356  -0.03
O 4.073980 -0.380078 -0.005514  -0.50
C 3.916547 -1.993411 0.198620  -0.12
C 5.432089 -2.530913 -0.165539  0.01
O 5.684523 -2.476276 -1.658321  -0.56
C 5.847822 -1.373523 -2.375592  -0.18
H 6.706769 -0.739576 -1.735350  0.11
H 4.949404 -0.866341 -2.284390  0.17
H 6.142754 -1.647169 -3.266397  0.18
H 5.522991 -3.309312 0.182470  0.13
H 6.165298 -1.844956 0.092482  0.19
H 3.706429 -2.261171 1.360347  0.23
H 3.258476 -2.308141 -0.623414  0.22
H 1.477850 -1.332309 0.873549  0.27
H -1.327766 0.426973 1.482090  0.40
H -3.010315 -0.764877 2.606189  0.27
H -2.620410 -2.649565 2.496553  0.31
C -3.042678 2.152150 -1.328922  -0.26
C -1.766832 1.955891 -2.058961  -0.63
H -1.605501 1.677185 -3.070040  0.21
H -0.843704 2.566911 -1.775687  0.24
H -1.170579 0.824666 -1.499340  0.19
H -2.789541 2.791933 -0.461817  0.25
H -3.631860 3.115871 -1.908983  0.17
H -4.833244 1.666410 -2.991067  0.22
H -5.601768 0.394553 -2.045482  0.20

Atomic forces in eV per Å
C 6.32 -4.41 -8.67
H -0.10 -0.32 -0.48
H -2.25 -1.60 2.16
H 0.56 -0.67 0.93
C -4.31 11.42 7.38
N -1.45 -1.30 -1.67
C -1.25 6.10 -11.08
O 4.70 2.31 9.10
C 1.30 -3.83 8.85
H -0.26 -0.48 -0.98
H -3.93 -1.36 -5.09
S 2.10 -9.83 0.25
O 0.48 7.28 0.48
O -0.48 0.51 -0.99
C -5.49 -0.32 6.39
C 6.73 -2.97 -2.50
O -4.98 4.98 0.18
N 6.68 -2.43 -0.45
C -8.50 -0.73 4.46
C 6.38 -0.20 -3.64
C -1.27 3.17 3.52
C 5.34 -5.15 -3.50
C -4.12 -2.55 2.53
C 3.36 3.57 -3.06
Cl -0.92 -0.38 0.70
H -0.03 3.39 -0.12
Cl -0.62 1.65 0.42
O -2.01 -4.56 0.75
C 3.67 1.37 0.68
C -4.65 16.04 -9.22
O -1.22 -6.52 3.43
C 1.93 4.11 6.90
H -1.73 -0.68 -2.15
H -1.56 2.02 -0.82
H 1.56 -0.95 -4.75
H 1.99 -14.74 5.48
H 1.14 1.42 1.74
H -0.05 0.89 -3.04
H -0.20 -0.07 0.87
H -0.60 -3.11 0.44
H -4.48 3.63 0.00
H 2.00 -2.62 -2.91
H 0.51 1.87 -2.33
C -1.36 5.17 -1.45
C 5.28 -4.04 2.99
H -0.87 0.08 -1.08
H -1.84 0.11 -0.28
H -1.97 2.96 -1.50
H -0.36 -1.30 0.17
H 1.02 -2.67 0.97
H 0.58 -3.12 0.65
H -0.71 -1.11 -0.66

## Properties
**Multiplicity**: 1
**HOMO energy**: -8.5 eV
**Relative energy (zero: lowest compared OMol25 entry of this formula, charge and spin)**: 1685.78 kJ/mol
**Calculated total energy**: -2541.07860 a.u.
**Net charge**: 0


Record 2
# C18H13BrMnN7O

A structure of composition C18H13BrMnN7O (wB97M-V/def2-TZVPD, the Open Molecules 2025 dataset).

Each line ends with the Mulliken spin population.
Element x y z (Å)
Mn 0.001773 0.019392 0.018650  4.81
N 1.994536 2.612977 -0.368082  0.01
C 2.722138 1.433607 -0.366408  0.00
C 4.095015 1.519555 -0.630160  0.01
C 4.847928 0.372657 -0.645958  0.00
C 4.237316 -0.857021 -0.389107  0.00
C 2.890768 -0.860367 -0.148177  0.02
N 2.132439 0.258569 -0.146734  0.05
C 0.768001 2.987513 0.179784  0.01
C 0.517804 4.357912 0.286501  0.00
C -0.680978 4.782278 0.808190  0.00
C -1.616196 3.835914 1.223933  0.01
C -1.299953 2.510850 1.084008  0.02
N -0.126590 2.079061 0.567396  -0.01
H 2.545924 3.407800 -0.646753  0.00
H 4.550549 2.484260 -0.809710  0.00
H 5.909680 0.426000 -0.845262  0.00
H 4.799189 -1.778646 -0.382542  0.00
H 2.361077 -1.783453 0.053239  -0.01
H 1.267927 5.067527 -0.036921  0.00
H -0.890039 5.839897 0.894522  0.00
H -2.572005 4.123343 1.635590  0.00
H -2.003251 1.737793 1.366154  0.00
O -1.192951 0.114019 -1.601444  0.04
N -1.895442 -0.831411 -2.177547  0.00
C -3.007682 -1.127522 -1.581873  0.02
C -3.369642 -0.469003 -0.351089  -0.01
N -3.580778 0.045143 0.655303  0.01
C -3.803146 -2.209863 -2.078935  0.00
N -4.421463 -3.119231 -2.410419  0.01
Br -0.982916 -0.906201 2.730883  0.03
C -1.163429 -2.317527 1.482558  0.00
C -1.968495 -3.406533 1.736851  -0.01
C -2.051709 -4.373465 0.745727  0.00
C -1.337239 -4.214172 -0.433197  0.00
C -0.572120 -3.077156 -0.593773  0.02
N -0.483262 -2.133784 0.357220  -0.01
H -2.516990 -3.482854 2.663697  0.00
H -2.682578 -5.240070 0.891582  0.00
H -1.392882 -4.944236 -1.227108  0.00
H -0.030310 -2.883538 -1.510578  0.00

Atomic forces in eV per Å
Mn -0.30 -0.20 -0.28
N -0.01 -0.01 0.01
C -0.09 0.03 0.02
C 0.08 0.01 -0.02
C -0.01 -0.02 0.01
C 0.02 0.03 -0.01
C 0.03 0.00 0.00
N -0.16 -0.02 0.02
C 0.06 -0.09 0.01
C -0.01 0.09 0.01
C 0.02 -0.07 -0.01
C -0.02 0.05 0.01
C 0.02 -0.03 -0.02
N 0.06 0.09 0.01
H 0.02 0.01 0.00
H -0.01 0.00 0.01
H 0.00 0.01 0.00
H -0.01 0.00 0.00
H 0.00 0.00 0.00
H -0.02 0.01 0.00
H 0.01 0.00 0.00
H 0.00 0.00 0.00
H -0.01 0.01 0.01
O 0.16 -0.10 0.05
N 0.14 0.11 0.05
C -0.02 0.08 0.13
C -0.04 -0.14 -0.09
N 0.02 0.03 0.00
C 0.01 0.01 0.03
N 0.01 0.01 -0.01
Br 0.03 -0.02 0.05
C 0.03 0.03 -0.02
C -0.02 -0.02 0.04
C -0.02 0.00 0.01
C 0.02 0.01 0.00
C 0.01 -0.03 0.01
N 0.00 0.14 -0.01
H 0.01 -0.02 0.00
H 0.01 0.00 0.00
H 0.00 0.00 0.00
H -0.01 0.00 -0.01

## Properties
**Multiplicity**: 6
**HOMO energy (spin up / spin down)**: -11.8 / -12.0 eV
**Relative energy (zero: lowest compared OMol25 entry of this formula, charge and spin)**: 0.00 kJ/mol
**Calculated total energy**: -4877.08260 a.u.
**Expectation value of S²**: 8.76
**Net charge**: +1


Record 3
# C5H3NO

A cluster of 2 separate species, C5H3NO in total in a non-equilibrium geometry (wB97M-V/def2-TZVPD, the Open Molecules 2025 dataset).

Each line ends with the natural charge from an NBO analysis.
Element x y z (Å)
N -0.826767 0.713295 2.500693  -0.32
C -0.846256 -0.060510 1.636464  0.28
C -0.964086 -1.077225 0.655975  -0.67
C -0.187028 -1.331224 -0.388971  0.82
O 0.383742 -1.718358 -1.318675  -0.41
C 1.192665 1.059992 -1.485161  -0.25
C 0.901306 1.612749 -0.456554  -0.24
H -1.728585 -1.834858 0.782281  0.30
H 1.436920 0.540907 -2.387085  0.24
H 0.638089 2.095232 0.461031  0.26

Atomic forces in eV per Å
N 0.05 -0.71 -0.97
C 0.09 0.62 0.68
C 0.04 -0.16 -0.04
C 0.32 -0.43 -0.60
O -0.50 0.39 0.89
C -0.12 0.34 0.47
C 0.16 -0.21 -0.48
H -0.08 0.04 0.03
H -0.01 0.17 0.15
H 0.05 -0.05 -0.15

## Properties
**Multiplicity**: 1
**SMILES**: N#CC=C=O.C#C
**HOMO energy**: -9.9 eV
**Relative energy (zero: lowest compared OMol25 entry of this formula, charge and spin)**: 251.18 kJ/mol
**Calculated total energy**: -322.19612 a.u.
**Net charge**: 0


Record 4
# C7H23NOPSi

A cluster of 2 separate species, C7H23NOPSi in total (wB97M-V/def2-TZVPD, the Open Molecules 2025 dataset).

Each line ends with the natural charge from an NBO analysis.
Element x y z (Å)
C 0.420176 0.854897 2.438785  -1.11
Si -0.200108 1.754786 0.875307  1.24
C 0.351812 0.688176 -0.609992  -1.12
C 0.764214 3.401442 0.733533  -1.10
P -2.403753 2.227628 1.195935  0.32
C -3.059936 1.217555 -0.310054  -0.54
N -3.055321 -0.234998 -0.163711  -0.86
H -0.098915 -0.101670 2.485702  0.22
H 1.498516 0.714034 2.465285  0.21
H 0.080641 1.440910 3.293588  0.23
H -0.437381 0.240942 -1.213291  0.22
H 0.963946 1.287057 -1.287045  0.21
H 0.978173 -0.128500 -0.257669  0.24
H 1.589940 3.274335 0.030756  0.21
H 1.195816 3.714070 1.683577  0.22
H 0.119377 4.197248 0.362294  0.23
H -2.511659 1.003659 2.066278  -0.23
H -1.926803 2.986278 2.394905  -0.17
H -2.306486 3.460898 0.343879  -0.21
H -3.793799 2.627299 1.558597  -0.22
H -2.511688 1.500461 -1.212052  0.17
H -4.094530 1.536619 -0.475685  0.17
H -3.545801 -0.470897 0.693108  0.35
H -2.104817 -0.568364 -0.034186  0.34
C 3.324423 -4.225052 -0.975424  -0.72
C 2.210804 -3.247094 -1.277442  0.59
O 1.829762 -2.448740 -0.459425  -0.52
C 1.595342 -3.313701 -2.655487  -0.72
H 3.676263 -4.070944 0.041678  0.23
H 2.962063 -5.249212 -1.081011  0.22
H 4.152723 -4.076225 -1.670558  0.22
H 1.164707 -4.302137 -2.826639  0.22
H 2.357292 -3.129566 -3.415253  0.22
H 0.815004 -2.561197 -2.738282  0.25

Atomic forces in eV per Å
C -0.42 0.30 -0.40
Si 0.49 -0.01 0.06
C 0.27 0.02 -0.05
C 0.13 -0.34 -0.05
P -0.81 0.12 0.12
C -0.16 0.19 0.07
N -0.05 -0.27 -0.22
H 0.13 -0.19 0.05
H 0.12 -0.06 0.09
H 0.12 0.03 0.16
H -0.18 0.06 0.05
H 0.04 0.07 -0.10
H 0.10 -0.13 0.01
H 0.10 0.08 -0.07
H -0.06 0.05 0.13
H -0.11 0.07 0.00
H -0.05 -0.07 0.02
H 0.14 0.05 -0.07
H 0.07 -0.01 -0.08
H -0.13 -0.01 0.07
H 0.23 -0.03 -0.02
H -0.11 0.07 0.06
H 0.09 0.03 0.06
H 0.02 0.08 0.10
C 0.01 0.06 0.12
C -0.07 0.08 -0.03
O 0.09 -0.13 0.09
C -0.08 0.09 0.04
H -0.01 0.01 0.00
H 0.04 -0.01 -0.09
H -0.02 -0.08 -0.05
H 0.07 -0.03 -0.06
H 0.01 -0.09 -0.02
H 0.00 0.01 0.02

## Properties
**Multiplicity**: 1
**HOMO energy**: -2.1 eV
**Calculated total energy**: -1041.24490 a.u.
**Net charge**: -1